The following is a DFT calculation (ωB97M-V with the def2-TZVPD basis set) of a molecular structure, C34H26HgN7OS2.

Output
- total charge = -2
- F_max (Eh/bohr) = 0.0703
- 2S+1 = 2
- energy above the lowest of the compared OMol25 structures with the same formula, charge and spin (eV) = 0.000
- E_HOMO (alpha / beta) (eV) = -0.11 / -1.59
- <S²> = 0.780
- energy (eV) = -73999.603

Positions of all 71 atoms, in Å:
Hg (0.507386, -0.374350, -0.123102)
C (-0.214713, -5.631357, 1.993700)
C (0.240218, -4.383740, 1.329603)
N (0.271080, -3.235362, 1.989303)
N (-0.339825, -3.088003, 3.096562)
C (-0.308680, -1.819500, 3.708813)
N (-1.403201, -1.626247, 4.479919)
S (1.010402, -0.814977, 3.586129)
C (0.624354, -4.397223, -0.106970)
C (1.386866, -5.488088, -0.543661)
C (1.426724, -5.747686, -1.911821)
C (0.855094, -4.838317, -2.768541)
C (0.101193, -3.794160, -2.290933)
N (0.009073, -3.592114, -0.989369)
H (-0.356582, -5.367584, 3.051259)
H (0.465688, -6.489121, 1.817409)
H (-1.169490, -5.897721, 1.574319)
H (-1.836444, -2.457145, 4.896691)
H (-1.418514, -0.778381, 5.007685)
H (1.972110, -6.109519, 0.107702)
H (1.999187, -6.585755, -2.300729)
H (1.055248, -4.881036, -3.828457)
H (-0.374595, -3.031345, -2.900791)
N (8.914159, 5.885543, -2.349498)
C (8.061395, 5.154704, -2.006528)
C (6.973152, 4.348653, -1.550954)
C (6.148485, 4.689105, -0.470285)
C (5.021555, 3.906367, -0.180794)
C (4.773115, 2.710553, -0.873335)
C (5.650167, 2.343697, -1.935716)
C (6.686665, 3.180938, -2.316674)
C (3.535475, 1.921414, -0.653562)
C (3.644604, 0.481926, -0.318258)
C (4.890805, -0.262156, -0.250501)
C (4.603302, -1.503314, 0.292453)
C (3.225520, -1.503228, 0.596835)
N (2.621515, -0.366019, 0.194029)
C (2.288227, 2.589172, -0.612710)
C (2.024510, 4.018080, -0.675005)
C (0.641865, 4.200107, -0.675415)
C (0.076749, 2.943027, -0.774776)
N (1.045110, 1.959172, -0.744352)
H (6.325435, 5.612119, 0.063584)
H (4.371370, 4.148684, 0.677666)
H (5.518812, 1.430991, -2.506943)
H (7.311256, 3.064845, -3.214873)
H (5.906510, 0.163055, -0.408637)
H (5.273746, -2.347032, 0.501136)
H (2.668035, -2.272757, 1.107696)
H (2.750617, 4.822279, -0.520333)
H (0.143120, 5.169872, -0.562672)
H (-0.982706, 2.620768, -0.794325)
C (-10.175700, 1.610221, -0.818847)
C (-8.779946, 2.081258, -0.381985)
O (-8.067273, 2.738825, -1.119519)
S (-8.302694, 1.565975, 1.277480)
C (-6.635102, 1.239657, 0.919882)
C (-5.832482, 2.155597, 0.277863)
C (-4.537425, 1.779566, -0.072935)
C (-4.046952, 0.523456, 0.221312)
C (-4.846169, -0.337030, 0.962618)
C (-6.148365, -0.011213, 1.323431)
C (-2.691455, 0.089476, -0.108359)
C (-1.533590, -0.201898, -0.285077)
H (-10.073754, 0.751709, -1.517358)
H (-10.713746, 2.414150, -1.321141)
H (-10.777850, 1.260243, 0.040126)
H (-6.302081, 3.116318, 0.059859)
H (-3.871968, 2.491197, -0.495274)
H (-4.462308, -1.336489, 1.207330)
H (-6.816286, -0.612855, 1.918618)

Forces on the atoms, in the same order (eV/Å):
Hg 0.514 0.772 0.316
C 0.258 -0.213 0.055
C 1.084 2.199 0.958
N 0.583 -0.072 -3.322
N -1.839 0.830 2.934
C 1.355 -2.887 -1.705
N -0.704 -0.242 0.675
S -0.223 0.903 0.044
C -0.539 -0.956 0.571
C -0.141 -0.124 -1.432
C 0.803 0.238 0.845
C -0.187 -0.107 -1.590
C 0.852 0.409 1.035
N -0.524 0.469 1.025
H 0.152 -0.467 -0.225
H -0.267 0.409 0.367
H -0.738 -0.454 -0.078
H 0.271 0.602 -0.640
H 0.143 0.139 0.350
H -0.156 -0.127 0.466
H 0.000 0.114 0.025
H -0.250 -0.358 -0.260
H 0.061 -0.222 -0.236
N -1.546 -1.579 0.574
C 1.393 1.949 -0.165
C -0.331 -0.708 -0.598
C -0.684 -0.318 -0.362
C 0.718 0.230 0.554
C -0.801 -0.846 -0.728
C 0.646 0.525 -0.114
C 0.157 0.590 0.587
C 0.348 -1.458 0.882
C 0.930 -0.083 -0.249
C -0.525 1.716 -0.150
C -0.949 -0.902 0.801
C 1.055 -0.655 -0.439
N 0.779 0.676 -0.637
C -1.833 1.722 -1.002
C 0.841 -0.445 0.912
C 0.077 0.836 -0.184
C 0.228 -1.876 0.327
N -0.014 0.927 0.306
H 0.101 -0.039 0.173
H 0.459 -0.035 -0.674
H -0.410 0.089 0.181
H -0.431 -0.499 0.473
H -1.041 -0.391 -0.059
H -0.250 0.586 -0.050
H -0.194 -0.035 -0.092
H -0.356 -0.391 -0.278
H 0.084 -0.509 -0.242
H 0.784 0.380 -0.044
C -0.027 -0.344 0.438
C -0.154 0.602 -1.107
O -1.257 -0.981 0.772
S -0.886 0.252 -0.434
C 0.705 -0.701 0.601
C 0.165 0.226 -0.046
C -0.508 0.585 0.225
C 1.107 -0.787 0.080
C -0.752 -1.497 0.486
C 0.460 1.004 -0.525
C -1.185 0.742 0.144
C 0.555 -0.423 0.146
H 0.113 0.559 0.398
H 0.161 -0.001 -0.090
H 0.360 0.170 -0.340
H 0.859 -0.238 -0.022
H 0.371 0.490 -0.549
H -0.034 0.559 0.006
H 0.201 -0.527 -0.061